No. 1
This record from OMol25 describes a structure of composition HN2O3P. The level of theory is ωB97M-V/def2-TZVPD.

Calculated values
* HOMO energy (spin up / spin down): -9.58 / -9.32 eV

CARTESIAN COORDINATES (ANGSTROEM)
N (-1.96, -0.60, 0.49)
N (1.72, 0.27, -0.29)
O (1.76, 1.13, -1.11)
O (-2.52, -1.56, 0.94)
O (2.54, -0.40, 0.24)
P (-0.56, 0.01, 0.21)
H (-0.98, 1.15, -0.48)

***

No. 2
This record from OMol25 describes the molecule HN2O3P. The level of theory is ωB97M-V/def2-TZVPD.

Calculated values
* HOMO energy (spin up / spin down): -9.48 / -9.47 eV
* SMILES: O=NP[N+](=O)[O-]

CARTESIAN COORDINATES (ANGSTROEM)
O (-1.16, 0.11, 2.36)
N (-0.28, -0.49, 1.89)
P (0.81, 0.47, 0.53)
N (1.68, -1.02, 0.07)
O (2.37, -1.50, 0.95)
O (1.58, -1.38, -1.07)
H (-0.18, 0.29, -0.45)

***

No. 3
This record from OMol25 describes a cluster of 2 separate species, HN2O3P in total. The level of theory is ωB97M-V/def2-TZVPD.

Calculated values
* spin multiplicity: 3
* HOMO energy (spin up / spin down): -8.90 / -9.44 eV
* ⟨S²⟩: 2.01

CARTESIAN COORDINATES (ANGSTROEM)
N (-2.11, -0.60, 0.37)
N (1.05, 0.14, -0.79)
O (1.58, -0.36, 0.43)
O (-2.42, -1.73, 0.40)
O (1.27, 1.30, -1.17)
P (-1.63, 0.81, 0.36)
H (2.26, 0.44, 0.40)

***

No. 4
This record from OMol25 describes a structure of composition HN2O3S. The level of theory is ωB97M-V/def2-TZVPD.

Calculated values
* charge: -1
* HOMO energy (spin up / spin down): -4.14 / -4.06 eV

CARTESIAN COORDINATES (ANGSTROEM)
N (0.30, 0.74, 1.50)
N (0.24, 0.46, -1.06)
O (-0.16, 0.41, -2.28)
O (0.58, -1.36, 0.25)
O (-1.71, -0.05, 0.01)
S (-0.30, -0.21, 0.20)
H (1.05, 0.00, 1.38)

***

No. 5
This record from OMol25 describes a structure of composition HN2O4S. The level of theory is ωB97M-V/def2-TZVPD.

Calculated values
* charge: -1
* HOMO energy: -5.23 eV

CARTESIAN COORDINATES (ANGSTROEM)
N (-0.26, -0.19, -0.32)
N (-1.43, 0.04, 0.18)
O (-2.24, 0.83, -0.33)
O (1.83, 0.82, 0.93)
O (-1.56, -0.58, 1.26)
O (2.29, -0.83, -0.74)
S (1.52, -0.52, 0.46)
H (-0.15, 0.43, -1.43)

***

No. 6
This record from OMol25 describes a cluster of 2 separate species, HN3 in total. The level of theory is ωB97M-V/def2-TZVPD.

Calculated values
* HOMO energy: -10.38 eV

CARTESIAN COORDINATES (ANGSTROEM)
N (-1.06, 0.11, 1.74)
N (0.09, 0.47, 1.90)
N (-0.12, -0.60, 0.96)
H (0.08, 0.00, -0.33)

***

No. 7
This record from OMol25 describes a structure of composition HN3O. The level of theory is ωB97M-V/def2-TZVPD.

Calculated values
* HOMO energy (spin up / spin down): -10.63 / -12.12 eV

CARTESIAN COORDINATES (ANGSTROEM)
N (2.52, 0.95, 0.04)
N (3.28, -0.09, 0.15)
N (1.51, 0.19, -0.32)
O (2.22, -0.97, -0.04)
H (-0.67, -0.02, 0.01)

***

No. 8
This record from OMol25 describes a structure of composition HN3O3. The level of theory is ωB97M-V/def2-TZVPD.

Calculated values
* HOMO energy: -10.88 eV

CARTESIAN COORDINATES (ANGSTROEM)
N (-1.67, 0.49, -0.09)
N (-1.42, -0.26, 0.77)
N (1.03, -0.34, 0.02)
O (0.76, 0.69, -0.69)
O (2.15, -0.44, 0.31)
O (0.09, -1.13, 0.30)
H (-0.95, 0.99, -0.63)

***

No. 9
This record from OMol25 describes a cluster of 2 separate species, HN3O3S in total. The level of theory is ωB97M-V/def2-TZVPD.

Calculated values
* charge: -2
* HOMO energy: -0.20 eV

CARTESIAN COORDINATES (ANGSTROEM)
N (1.84, -3.23, 2.20)
N (1.53, -2.12, 2.03)
N (1.22, -1.02, 1.86)
O (-1.21, 1.26, -0.08)
O (-2.18, 1.64, -2.39)
O (0.26, 1.71, -2.16)
S (-0.98, 0.97, -1.81)
H (-0.49, 0.79, 0.36)

***

No. 10
This record from OMol25 describes a cluster of 2 separate species, HN3O4 in total. The level of theory is ωB97M-V/def2-TZVPD.

Calculated values
* HOMO energy (spin up / spin down): -9.35 / -9.08 eV

CARTESIAN COORDINATES (ANGSTROEM)
N (-2.06, -1.23, 0.30)
N (-0.23, -0.56, 0.80)
N (-0.41, 0.66, 1.44)
O (0.52, -0.50, -0.29)
O (-1.16, 0.48, 2.42)
O (0.07, 1.65, 1.00)
O (-2.32, -2.03, 1.03)
H (0.79, 0.34, -0.60)